Entry 1:
A structure of composition C30H38B2BrF4LaN9O8S2 at a distorted geometry, computed with wB97M-V/def2-TZVPD.

Results
- highest occupied orbital energy (eV) = -10.9
- total charge = +1
- frontier orbital gap (eV) = 8.737

Last column: Löwdin charge in e.
CARTESIAN COORDINATES (ANGSTROEM)
La: 0.291 0.287 -0.010  2.19
Br: 5.828 0.557 5.345  0.77
S: 0.552 4.667 -1.857  1.15
S: -0.383 -3.892 -0.071  1.12
F: -0.611 2.290 4.193  0.16
F: -0.997 -0.298 -1.941  -0.07
F: 1.706 2.045 4.309  0.18
F: -3.152 -0.634 -2.755  0.22
O: 1.355 -1.554 1.207  -0.15
O: 0.187 -2.667 -1.081  -0.40
O: 0.743 2.588 2.293  -0.02
O: 0.718 -2.261 -3.218  0.12
O: -2.721 -1.146 -0.538  0.06
O: 0.436 0.340 3.412  0.04
O: 2.501 0.315 1.097  -0.20
O: -2.757 1.194 -1.378  0.06
N: 2.647 -0.443 -1.901  -0.08
N: -0.235 2.348 1.356  -0.09
N: 2.052 4.376 0.406  0.13
N: 1.471 2.513 -0.870  -0.09
N: -0.528 0.008 2.510  -0.01
N: 0.720 2.150 -1.974  -0.08
N: -1.857 -0.942 0.502  -0.07
N: -1.911 1.654 -0.414  -0.02
N: 4.654 0.103 -0.437  0.04
C: -1.476 4.335 2.117  0.01
C: -2.207 -1.360 1.657  -0.25
C: 3.491 0.550 -2.572  -0.17
C: 2.258 -0.806 1.662  -0.62
C: 0.227 -3.012 -2.421  -0.47
C: 4.695 -0.697 4.506  -0.67
C: -1.154 -1.854 3.989  0.02
C: -1.639 -6.760 -2.630  -0.05
C: 4.536 -1.375 -0.646  -0.07
C: -0.737 3.010 -3.773  -0.22
C: -3.454 3.531 -0.053  0.01
C: -0.796 -4.900 -1.425  -0.43
C: -0.473 1.745 -4.583  -0.07
C: 3.915 -0.295 3.436  -0.06
C: 3.808 -2.920 4.357  -0.05
C: -3.473 -2.085 1.954  0.01
C: 4.650 -2.002 4.973  -0.11
C: -0.419 -4.306 -2.616  -0.16
C: 1.454 3.801 -0.661  -0.70
C: 3.084 -1.225 2.825  -0.15
C: -0.646 -4.930 -3.839  0.01
C: 0.169 3.137 -2.588  -0.59
C: 3.434 -1.659 -1.684  -0.16
C: -1.414 -6.147 -1.411  -0.06
C: -2.226 2.726 0.204  -0.23
C: 3.021 -2.535 3.283  -0.01
C: -1.236 3.129 1.276  -0.24
C: -1.238 -1.023 2.756  -0.24
C: 4.730 0.866 -1.715  -0.08
C: -1.263 -6.163 -3.840  -0.05
B: 0.557 1.826 3.593  -1.09
B: -2.453 -0.232 -1.669  -1.08
H: -4.105 -2.132 1.073  0.09
H: -1.716 -6.621 -0.487  0.12
H: -0.346 -4.439 -4.755  0.13
H: -0.703 -2.821 3.748  0.10
H: -1.766 3.012 -3.400  0.12
H: -1.123 1.724 -5.455  0.09
H: 1.870 5.350 0.582  0.10
H: 5.507 -1.745 -0.970  0.13
H: -1.554 5.222 1.481  0.09
H: -1.462 -6.672 -4.772  0.11
H: 0.562 1.716 -4.928  0.08
H: 2.062 3.785 1.237  0.10
H: -3.186 4.519 -0.435  0.10
H: 4.310 -1.802 0.330  0.12
H: 3.771 -3.937 4.724  0.11
H: -0.540 -1.356 4.733  0.09
H: -0.680 4.459 2.842  0.09
H: -2.127 -7.726 -2.648  0.12
H: -3.249 -3.102 2.285  0.10
H: -4.009 3.687 0.873  0.10
H: 3.911 0.735 3.109  0.12
H: 2.355 -3.235 2.795  0.12
H: -4.090 3.030 -0.775  0.09
H: -0.664 0.851 -3.994  0.06
H: -4.007 -1.590 2.766  0.10
H: 2.789 -2.450 -1.313  0.11
H: 5.264 -2.294 5.814  0.11
H: -2.145 -2.047 4.398  0.09
H: -0.627 3.901 -4.395  0.11
H: 5.656 0.574 -2.209  0.13
H: 1.883 -0.681 -2.534  0.08
H: 4.793 1.921 -1.458  0.13
H: 3.890 -2.002 -2.620  0.13
H: -2.418 4.237 2.657  0.10
H: 3.826 0.178 -3.548  0.13
H: 2.910 1.452 -2.735  0.09
H: 3.795 0.389 0.116  0.11
H: 5.459 0.309 0.151  0.18

***

Entry 2:
A structure of composition C40H51F6N5O7RhS4SbSi3, computed with wB97M-V/def2-TZVPD.

Results
- spin multiplicity = 5
- highest occupied orbital energy (spin up / spin down) (eV) = -7.7 / -7.7
- frontier orbital gap (spin up / spin down) (eV) = 7.667 / 5.536

Last column: Mulliken spin population.
CARTESIAN COORDINATES (ANGSTROEM)
Sb: -1.306 -3.285 -2.769  0.01
Rh: 0.057 0.068 -0.286  2.80
S: -1.534 -1.661 -1.129  0.34
S: 2.129 -1.779 -2.209  0.00
S: 2.717 0.795 2.353  0.01
S: 3.786 -3.483 -0.935  0.00
Si: -1.013 2.812 0.633  -0.03
Si: 0.662 2.899 -2.088  -0.05
Si: -2.240 1.639 -2.068  -0.07
F: 4.563 -1.413 -3.204  0.00
F: 3.206 -2.399 -4.566  0.00
F: 3.258 -4.944 1.198  0.00
F: 1.514 -3.960 0.389  0.00
F: 2.357 -5.675 -0.627  0.00
F: 3.006 -0.285 -4.182  0.00
O: 4.978 -3.382 -0.160  0.00
O: -1.229 1.387 1.490  0.08
O: 3.489 1.499 1.368  0.00
O: 2.044 1.545 3.389  0.01
O: 1.240 -2.857 -2.609  0.02
O: 3.840 -4.082 -2.241  0.00
O: 1.458 -0.485 -2.110  0.02
N: 1.596 -0.069 1.504  0.09
N: -0.270 -1.293 1.504  0.12
N: 1.081 -1.370 3.444  0.01
N: 6.488 -2.910 4.989  0.00
N: 2.989 -2.075 -0.942  -0.01
C: 5.473 -2.031 2.983  0.00
C: -0.883 -5.544 -0.840  0.01
C: 3.321 -1.461 -3.643  0.01
C: -0.701 2.058 -1.045  0.37
C: -0.510 -6.808 -0.407  0.00
C: 0.208 4.725 -2.093  0.05
C: 3.870 -0.365 4.529  0.00
C: -6.083 -4.354 -3.182  0.00
C: -2.586 3.801 0.725  0.01
C: -0.471 -2.689 -7.532  0.00
C: 4.763 -1.222 5.140  0.00
C: -1.910 -2.519 -5.614  0.00
C: -3.623 0.977 -0.983  0.02
C: 0.221 -2.228 3.962  0.00
C: 0.402 -7.289 -2.584  0.00
C: -3.783 -5.064 -3.160  -0.01
C: 0.823 -0.929 2.205  0.04
C: 0.334 3.817 1.398  0.01
C: -2.872 3.227 -2.837  0.04
C: 0.363 -3.307 -5.360  0.00
C: -0.609 -5.160 -2.150  0.00
C: -1.125 -2.152 2.039  -0.01
C: -1.701 -2.366 -6.978  0.00
C: -5.135 -5.362 -3.285  0.00
C: 0.671 2.366 -3.875  0.01
C: 0.132 -7.678 -1.279  0.00
C: 4.591 -1.162 2.369  0.00
C: 3.794 -0.333 3.145  0.01
C: 0.033 -6.025 -3.027  0.00
C: 0.556 -3.162 -6.727  0.00
C: -0.872 -2.981 -4.808  0.00
C: 5.570 -2.070 4.374  0.00
C: -1.297 1.340 2.920  0.00
C: 2.370 2.681 -1.418  0.04
C: 2.651 -4.585 0.075  0.00
C: -0.922 -2.673 3.298  0.00
C: -4.335 -2.743 -2.816  0.00
C: -3.377 -3.751 -2.929  0.01
C: -1.910 0.506 -3.529  0.03
C: -5.684 -3.044 -2.947  0.00
H: -6.424 -2.256 -2.857  0.00
H: -7.135 -4.590 -3.281  0.00
H: -1.800 0.419 3.210  0.00
H: -0.223 2.690 -4.414  0.00
H: -1.025 -0.118 -3.392  0.00
H: 6.838 -3.675 4.440  0.00
H: 3.227 0.285 5.109  0.00
H: -3.050 -5.860 -3.239  0.00
H: 0.432 -8.661 -0.937  0.00
H: -3.077 3.998 -2.090  0.00
H: 2.563 3.296 -0.538  0.00
H: -1.614 -3.374 3.741  0.00
H: 1.539 2.829 -4.356  0.00
H: -0.128 5.092 -1.121  -0.01
H: -0.091 4.412 2.212  0.00
H: 1.169 -3.659 -4.736  0.00
H: -0.310 -2.570 -8.597  0.00
H: -2.604 4.593 -0.030  0.00
H: 0.450 -2.575 4.965  0.00
H: 4.527 -1.123 1.288  0.00
H: 2.575 1.651 -1.125  -0.01
H: -2.158 3.632 -3.558  0.00
H: 0.250 -5.726 -4.046  0.00
H: -3.463 3.170 0.581  0.00
H: 3.102 2.947 -2.188  0.00
H: -1.768 1.097 -4.437  0.00
H: 1.105 3.174 1.824  0.00
H: -4.324 1.777 -0.733  0.00
H: 0.771 1.284 -3.985  0.00
H: -0.583 4.930 -2.817  0.00
H: -2.769 -0.153 -3.686  0.00
H: -2.875 -2.279 -5.189  0.00
H: 4.843 -1.242 6.222  0.00
H: -4.184 0.192 -1.498  0.00
H: -0.716 -7.110 0.612  0.00
H: -1.877 2.185 3.303  0.00
H: -4.026 -1.725 -2.608  0.00
H: 1.517 -3.413 -7.159  0.00
H: 0.812 4.504 0.699  0.00
H: -3.804 3.014 -3.372  0.00
H: -2.666 4.283 1.703  0.00
H: 0.906 -7.968 -3.261  0.00
H: 6.325 -3.134 5.955  0.00
H: 1.090 5.305 -2.382  0.00
H: -2.504 -1.998 -7.604  0.00
H: -1.374 -4.858 -0.159  0.00
H: 6.093 -2.681 2.376  0.00
H: -3.243 0.554 -0.049  0.00
H: -0.297 1.371 3.354  0.00
H: -1.987 -2.411 1.435  0.00
H: -5.445 -6.386 -3.459  0.00

***

| no. | E (eV) |
| --- | --- |
| 1 | -166319.6764 |
| 2 | -156915.7062 |